Below is a structure of composition C4H11ClF5LaORuTe, with properties calculated with ωB97M-V/def2-TZVPD.

Cartesian coordinates (Å):
Ru 0.364 -0.244 -2.131
Cl 1.314 -1.880 -0.856
C 1.856 0.983 -2.649
C -0.789 -0.963 -3.617
H 1.682 1.307 -3.688
H 1.899 1.856 -1.984
H 2.795 0.410 -2.595
H -0.643 -0.306 -4.489
H -1.845 -0.970 -3.309
H -0.437 -1.981 -3.848
La -0.154 0.060 1.437
C -2.354 -1.542 0.889
C -0.839 0.984 -1.489
H -3.039 -0.901 0.309
H -2.249 -2.559 0.484
H -2.566 -1.525 1.981
H -1.938 0.855 -1.506
H -0.535 1.947 -1.015
F 2.733 -0.482 4.365
Te 1.277 0.717 4.584
F 2.290 2.294 4.945
F -0.231 -1.056 3.408
F -1.613 1.620 1.562
F 1.589 0.276 6.522
O 1.431 1.096 2.692

Properties
- HOMO energy (alpha / beta) (eV) = -3.72 / -6.34
- total charge = -1
- E_LUMO (alpha / beta) (eV) = 2.518 / 0.439
- spin multiplicity = 6
- energy relative to the best compared isomer or geometry (same formula, charge and spin) (kJ/mol) = 0.0
- F_max (eV/Å) = 3.028
- frontier orbital gap (alpha / beta) (eV) = 6.24 / 6.77